No. 1
The following is a quantum chemistry calculation of a 10-piece molecular cluster, C4H28N2O11 overall at a distorted geometry, from OMol25.

Net charge ... 0
SMILES ... NCC[C@H](N)C(=O)O.O.O.O.O.O.O.O.O.O
HOMO ... -9.43 eV

Last columns: bonded neighbours and bond lengths (Å).
Positions of all 45 atoms, in Å:
1 N -1.87 2.26 1.27  C2 1.482, H9 1.034, H10 0.988
2 C -1.24 2.41 -0.07  N1 1.482, C3 1.538, H11 1.164, H12 1.103
3 C -1.44 1.23 -1.04  C2 1.538, C4 1.540, H13 1.092, H14 1.107
4 C -0.99 -0.11 -0.42  C3 1.540, N5 1.463, C6 1.518, H15 1.118
5 N 0.42 -0.20 -0.06  C4 1.463, H16 1.013, H17 1.013
6 C -1.16 -1.23 -1.44  C4 1.518, O7 1.204, O8 1.357
7 O -1.07 -1.17 -2.64  C6 1.204
8 O -1.41 -2.41 -0.82  C6 1.357, H18 0.974
9 H -1.35 1.56 1.83  N1 1.034
10 H -2.81 1.98 1.19  N1 0.988
11 H -1.65 3.36 -0.60  C2 1.164
12 H -0.15 2.55 0.06  C2 1.103
13 H -0.85 1.43 -1.93  C3 1.092
14 H -2.50 1.14 -1.34  C3 1.107
15 H -1.65 -0.28 0.46  C4 1.118
16 H 1.04 0.31 -0.68  N5 1.013
17 H 0.64 0.12 0.88  N5 1.013
18 H -1.31 -3.21 -1.36  O8 0.974
19 O 1.65 0.55 -2.84  H20 0.957, H21 0.988
20 H 0.82 0.09 -3.02  O19 0.957
21 H 2.25 -0.22 -2.72  O19 0.988
22 O -3.84 -1.15 0.25  H23 0.918, H24 0.923
23 H -4.11 -0.31 -0.01  O22 0.918
24 H -4.16 -1.81 -0.31  O22 0.923
25 O 2.49 -0.75 2.21  H26 0.965, H27 0.946
26 H 2.56 0.18 1.95  O25 0.965
27 H 1.60 -0.79 2.54  O25 0.946
28 O 2.03 1.80 1.58  H29 0.978, H30 0.977
29 H 1.11 1.99 1.85  O28 0.978
30 H 2.17 2.11 0.66  O28 0.977
31 O 2.24 -2.40 0.09  H32 0.933, H33 1.022
32 H 1.33 -2.20 0.03  O31 0.933
33 H 2.50 -1.81 0.88  O31 1.022
34 O -1.60 -2.21 1.89  H35 0.997, H36 0.963
35 H -2.55 -2.01 1.64  O34 0.997
36 H -1.18 -2.31 1.03  O34 0.963
37 O 3.10 -1.62 -2.31  H38 1.002, H39 0.940
38 H 4.11 -1.62 -2.29  O37 1.002
39 H 2.80 -1.93 -1.48  O37 0.940
40 O 2.00 2.47 -1.00  H41 1.019, H42 0.941
41 H 1.93 1.76 -1.72  O40 1.019
42 H 1.74 3.29 -1.39  O40 0.941
43 O -0.38 -0.01 2.85  H44 0.931, H45 0.968
44 H -0.41 -0.01 3.78  O43 0.931
45 H -0.81 -0.82 2.56  O43 0.968

Atom charges from the Mulliken analysis, given in e for atoms 1 to 2: -0.582 -0.503

---

No. 2
The following is a quantum chemistry calculation of a 10-piece molecular cluster, C4H28NO11 overall at a distorted geometry, from OMol25.

Net charge ... -1
HOMO ... -6.13 eV

Last columns: bonded neighbours and bond lengths (Å).
Positions of all 44 atoms, in Å:
1 C -1.76 -2.90 -1.33  N2 1.462, H8 1.040, H9 1.167, H10 1.100
2 N -1.38 -1.54 -0.96  C1 1.462, C3 1.429, H11 1.104
3 C 0.00 -1.25 -0.72  N2 1.429, C4 1.569, C6 1.605, H12 1.203
4 C 0.28 -1.54 0.80  C3 1.569, O5 1.411, H13 1.077, H14 0.987
5 O 0.06 -0.31 1.45  C4 1.411, H15 1.038
6 C 0.92 -2.07 -1.74  C3 1.605, O7 1.402, H16 1.113, H17 1.081
7 O 0.76 -1.73 -3.09  C6 1.402, H24 1.037
8 H -2.12 -3.40 -0.49  C1 1.040
9 H -2.58 -2.84 -2.16  C1 1.167
10 H -1.02 -3.42 -1.96  C1 1.100
11 H -1.74 -0.80 -1.70  N2 1.104
12 H 0.11 -0.08 -0.97  C3 1.203
13 H -0.47 -2.18 1.24  C4 1.077
14 H 1.18 -1.87 1.04  C4 0.987
15 H -0.32 0.55 1.00  O5 1.038
16 H 2.00 -1.91 -1.52  C6 1.113
17 H 0.80 -3.14 -1.72  C6 1.081
18 H 0.65 0.65 4.41  O20 0.895
19 H -0.73 0.36 4.18  O20 0.917
20 O -0.16 0.77 4.77  H18 0.895, H19 0.917
21 H 2.53 1.91 -0.15  O23 0.970
22 H 1.25 1.27 0.67  O23 1.016
23 O 2.25 1.30 0.55  H21 0.970, H22 1.016
24 H 0.46 -0.74 -3.21  O7 1.037
25 H -1.18 0.66 -2.90  O26 0.926
26 O -0.53 0.50 -3.55  H25 0.926, H37 1.058
27 H -3.72 -0.94 -0.11  O29 0.927
28 H -2.50 -0.45 0.56  O29 0.929
29 O -3.43 -0.42 0.61  H27 0.927, H28 0.929
30 H -0.13 2.78 -0.58  O38 1.022
31 H -1.49 2.14 1.08  O32 0.982
32 O -0.88 1.74 0.42  H31 0.982
33 H 4.00 -0.50 2.23  O35 0.876
34 H 3.38 0.81 1.51  O35 0.987
35 O 4.13 0.31 1.92  H33 0.876, H34 0.987
36 H -0.58 3.17 -1.89  O38 1.006
37 H 0.08 1.37 -3.57  O26 1.058
38 O 0.23 3.38 -1.33  H30 1.022, H36 1.006
39 H -3.17 1.33 -1.53  O41 0.979
40 H -1.78 1.77 -0.63  O41 1.115
41 O -2.23 1.58 -1.63  H39 0.979, H40 1.115
42 H 2.16 1.14 2.83  O44 0.920
43 H 1.20 -0.01 2.49  O44 1.065
44 O 1.91 0.34 3.21  H42 0.920, H43 1.065

Atom charges from the Mulliken analysis, given in e for atoms 1 to 2: -1.205 0.349

---

No. 3
The following is a quantum chemistry calculation of a 10-piece molecular cluster, C4H28NO11 overall at a distorted geometry, from OMol25.

2S+1 ... 2
Net charge ... +2
HOMO (spin up / spin down) ... -16.92 / -16.92 eV

Last columns: bonded neighbours and bond lengths (Å).
Positions of all 44 atoms, in Å:
1 C 1.44 2.50 2.30  C2 1.532, H8 1.096, H9 1.095, H10 1.082
2 C 0.92 1.14 1.84  C1 1.532, C3 1.600, N7 1.506, H11 1.089
3 C 0.67 1.21 0.26  C2 1.600, C4 1.465, H12 1.091, H13 1.086
4 C 1.50 0.17 -0.37  C3 1.465, O5 1.287, O6 1.249
5 O 1.11 -1.06 -0.38  C4 1.287, H14 1.029
6 O 2.64 0.49 -0.77  C4 1.249
7 N -0.47 0.95 2.38  C2 1.506, H15 1.029, H16 1.048, H17 1.046
8 H 1.32 2.52 3.39  C1 1.096
9 H 2.52 2.46 2.17  C1 1.095
10 H 0.97 3.38 1.87  C1 1.082
11 H 1.43 0.25 2.21  C2 1.089
12 H -0.38 1.14 0.00  C3 1.091
13 H 1.03 2.15 -0.15  C3 1.086
14 H 1.72 -1.56 -1.04  O5 1.029
15 H -0.90 0.03 2.24  N7 1.029
16 H -0.44 1.09 3.42  N7 1.048
17 H -1.12 1.74 2.15  N7 1.046
18 H -1.26 -1.70 -1.43  O20 0.973
19 H -1.38 -0.93 -2.65  O20 0.969
20 O -1.57 -0.82 -1.71  H18 0.973, H19 0.969
21 H -1.87 2.71 0.49  O23 0.969
22 H -3.11 2.66 1.14  O23 0.967
23 O -2.19 2.84 1.40  H21 0.969, H22 0.967
24 H 2.64 1.62 -4.58  O26 0.935
25 H 1.33 2.12 -3.80  O26 0.956
26 O 1.81 1.40 -4.21  H24 0.935, H25 0.956
27 H -2.64 -0.10 -0.38  O29 0.978
28 H -4.07 -0.02 0.03  O29 0.966
29 O -3.22 0.37 0.26  H27 0.978, H28 0.966
30 H -2.22 0.44 4.75  O32 0.961
31 H -2.49 1.97 4.91  O32 0.961
32 O -1.85 1.32 4.60  H30 0.961, H31 0.961
33 H -0.76 -2.72 -4.39  O35 0.966
34 H -0.19 -1.43 -4.47  O35 0.978
35 O -0.35 -2.10 -3.77  H33 0.966, H34 0.978
36 H -0.04 -2.15 1.81  O38 0.952
37 H -0.35 -2.40 3.21  O38 0.970
38 O -0.65 -1.84 2.47  H36 0.952, H37 0.970
39 H -0.45 -3.33 -0.23  O41 0.965
40 H 0.68 -3.76 -1.11  O41 0.965
41 O -0.27 -3.58 -1.15  H39 0.965, H40 0.965
42 H 1.59 -1.99 -3.06  O44 0.979
43 H 3.07 -1.97 -2.87  O44 0.953
44 O 2.27 -2.14 -2.38  H42 0.979, H43 0.953

Atom charges from the Mulliken analysis, given in e for atoms 1 to 2: -1.494 0.061

---

No. 4
The following is a quantum chemistry calculation of a 9-piece molecular cluster, C4H28NO9 overall at a distorted geometry, from OMol25.

Net charge ... +1
HOMO ... -13.34 eV

Last columns: bonded neighbours and bond lengths (Å).
Positions of all 42 atoms, in Å:
1 C -0.12 -1.80 0.83  C2 1.510, H7 1.092, H8 1.083, H9 1.087
2 C -0.94 -0.93 -0.09  C1 1.510, C3 1.534, N6 1.522, H10 1.087
3 C -0.14 0.07 -0.94  C2 1.534, C4 1.522, O5 1.437, H11 1.090
4 C 0.66 1.13 -0.21  C3 1.522, H12 1.094, H13 1.083, H14 1.090
5 O -1.17 0.73 -1.70  C3 1.437, H15 0.976
6 N -1.88 -0.10 0.78  C2 1.522, H16 1.029, H17 1.036, H18 1.021
7 H 0.21 -2.68 0.27  C1 1.092
8 H 0.68 -1.16 1.20  C1 1.083
9 H -0.70 -2.29 1.60  C1 1.087
10 H -1.56 -1.44 -0.82  C2 1.087
11 H 0.51 -0.56 -1.54  C3 1.090
12 H 1.11 0.72 0.70  C4 1.094
13 H 1.43 1.51 -0.87  C4 1.083
14 H 0.06 1.96 0.18  C4 1.090
15 H -0.90 0.63 -2.63  O5 0.976
16 H -1.36 0.30 1.57  N6 1.029
17 H -2.41 0.64 0.27  N6 1.036
18 H -2.61 -0.74 1.09  N6 1.021
19 H -0.78 2.44 2.47  O21 0.969
20 H -0.56 1.66 3.74  O21 0.963
21 O -0.44 1.59 2.78  H19 0.969, H20 0.963
22 H 1.76 -2.80 -3.14  O24 0.962
23 H 2.37 -1.44 -2.67  O24 0.966
24 O 1.55 -1.92 -2.80  H22 0.962, H23 0.966
25 H -2.67 3.30 0.44  O27 0.964
26 H -3.07 2.52 1.71  O27 0.964
27 O -2.42 2.55 1.00  H25 0.964, H26 0.964
28 H 0.52 -1.48 3.83  O30 0.965
29 H -0.60 -0.66 4.41  O30 0.964
30 O -0.31 -1.05 3.58  H28 0.965, H29 0.964
31 H -3.25 0.59 -2.04  O33 0.962
32 H -4.10 1.81 -1.53  O33 0.959
33 O -3.85 0.90 -1.36  H31 0.962, H32 0.959
34 H 4.28 -0.05 1.86  O36 0.967
35 H 3.12 -1.01 1.86  O36 0.964
36 O 4.04 -0.95 1.57  H34 0.967, H35 0.964
37 H 0.34 -0.79 -3.92  O39 0.975
38 H 1.10 0.50 -3.95  O39 0.964
39 O 0.23 0.14 -4.18  H37 0.975, H38 0.964
40 H 4.26 -0.82 -0.42  O42 0.970
41 H 4.05 -0.36 -1.85  O42 0.966
42 O 3.56 -0.66 -1.08  H40 0.970, H41 0.966

Atom charges from the Mulliken analysis, given in e for atoms 1 to 2: -1.295 -0.219

---

No. 5
The following is a quantum chemistry calculation of a 12-piece molecular cluster, C4H28O14 overall at a distorted geometry, from OMol25.

Net charge ... 0
SMILES ... O=CCC=C(O)O.O.O.O.O.O.O.O.O.O.O.O
HOMO ... -8.89 eV

Last columns: bonded neighbours and bond lengths (Å).
Positions of all 46 atoms, in Å:
1 O -2.61 2.50 -0.06  C2 1.210
2 C -2.29 1.50 -0.67  O1 1.210, C3 1.532, H8 1.104
3 C -0.82 1.37 -1.08  C2 1.532, C4 1.504, H9 1.095, H10 1.108
4 C 0.00 1.08 0.15  C3 1.504, C5 1.324, H11 1.082
5 C 0.58 -0.08 0.44  C4 1.324, O6 1.366, O7 1.366
6 O 0.73 -1.13 -0.41  C5 1.366, H12 0.958
7 O 1.23 -0.34 1.61  C5 1.366, H13 0.968
8 H -2.95 0.63 -0.83  C2 1.104
9 H -0.80 0.60 -1.86  C3 1.095
10 H -0.37 2.28 -1.52  C3 1.108
11 H 0.04 1.93 0.82  C4 1.082
12 H 0.98 -1.91 0.09  O6 0.958
13 H 0.70 -0.86 2.23  O7 0.968
14 O 0.83 0.32 -3.74  H15 0.961, H16 0.960
15 H 1.50 -0.16 -4.23  O14 0.961
16 H 1.25 0.72 -2.97  O14 0.960
17 O -0.43 -2.47 -3.07  H18 0.958, H19 0.963
18 H 0.23 -3.15 -2.94  O17 0.958
19 H 0.01 -1.64 -2.87  O17 0.963
20 O 2.78 -2.97 0.87  H21 0.963, H22 0.970
21 H 3.00 -2.28 1.51  O20 0.963
22 H 3.27 -2.72 0.07  O20 0.970
23 O 2.55 2.07 -1.88  H24 0.964, H25 0.965
24 H 3.18 2.11 -1.16  O23 0.964
25 H 1.76 2.40 -1.44  O23 0.965
26 O -0.25 -3.17 2.32  H27 0.969, H28 0.964
27 H -1.06 -2.72 2.62  O26 0.969
28 H -0.52 -4.09 2.36  O26 0.964
29 O -1.43 -0.72 2.62  H30 0.961, H31 0.958
30 H -1.57 -0.43 3.53  O29 0.961
31 H -2.21 -1.10 2.22  O29 0.958
32 O -2.92 -1.07 -1.86  H33 0.958, H34 0.960
33 H -2.48 -1.45 -1.10  O32 0.958
34 H -2.56 -1.49 -2.64  O32 0.960
35 O 2.85 -2.43 -1.86  H36 0.969, H37 0.967
36 H 2.11 -2.22 -1.28  O35 0.969
37 H 3.17 -1.54 -2.05  O35 0.967
38 O 0.50 3.96 -0.86  H39 0.963, H40 0.963
39 H -0.10 4.53 -0.36  O38 0.963
40 H 0.73 4.42 -1.67  O38 0.963
41 O -2.89 1.54 2.89  H42 0.967, H43 0.961
42 H -2.95 2.20 2.18  O41 0.967
43 H -1.94 1.47 2.98  O41 0.961
44 O 0.54 1.16 4.16  H45 0.959, H46 0.957
45 H 0.23 0.70 3.38  O44 0.959
46 H 1.48 1.32 4.06  O44 0.957

Atom charges from the Mulliken analysis, given in e for atoms 1 to 2: -0.575 -0.401

---

No. 6
The following is a quantum chemistry calculation of a 10-piece molecular cluster, C4H29N2O10 overall at a distorted geometry, from OMol25.

Net charge ... +1
HOMO ... -12.42 eV

Last columns: bonded neighbours and bond lengths (Å).
Positions of all 45 atoms, in Å:
1 N 0.13 1.48 1.22  C2 1.569, H8 1.016, H9 0.998, H10 1.047
2 C 0.00 1.63 -0.34  N1 1.569, C3 1.582, H11 1.038, H12 1.198
3 C 1.43 1.23 -0.90  C2 1.582, N4 1.462, H13 1.280, H14 1.063
4 N 1.37 -0.19 -0.58  C3 1.462, C5 1.461, H15 0.986
5 C 0.79 -1.00 -1.65  N4 1.461, C6 1.472, H16 1.128, H17 1.173
6 C 0.78 -2.46 -1.45  C5 1.472, O7 1.187, H18 1.051
7 O 0.85 -2.88 -0.34  C6 1.187
8 H 0.95 1.93 1.61  N1 1.016
9 H 0.33 0.52 1.39  N1 0.998
10 H -0.82 1.64 1.64  N1 1.047
11 H -0.87 1.15 -0.64  C2 1.038
12 H -0.23 2.80 -0.49  C2 1.198
13 H 2.32 1.95 -0.32  C3 1.280
14 H 1.55 1.57 -1.90  C3 1.063
15 H 2.23 -0.53 -0.25  N4 0.986
16 H -0.28 -0.73 -1.84  C5 1.128
17 H 1.40 -0.81 -2.63  C5 1.173
18 H 0.83 -3.22 -2.18  C6 1.051
19 H -0.46 -1.45 2.84  O21 0.944
20 H -1.79 -1.99 3.40  O21 1.028
21 O -1.34 -1.16 3.01  H19 0.944, H20 1.028
22 H 1.81 -1.92 2.35  O24 0.941
23 H 0.88 -2.20 1.21  O24 0.961
24 O 1.02 -1.60 1.96  H22 0.941, H23 0.961
25 H -2.55 -0.98 -3.29  O27 1.024
26 H -2.46 0.15 -4.58  O27 0.949
27 O -2.03 -0.48 -4.02  H25 1.024, H26 0.949
28 H -3.29 0.93 1.35  O30 0.939
29 H -4.78 0.74 1.09  O30 0.872
30 O -3.98 0.72 0.75  H28 0.939, H29 0.872
31 H 3.10 0.46 2.53  O33 1.075
32 H 2.27 0.66 3.87  O33 0.968
33 O 2.18 0.86 2.93  H31 1.075, H32 0.968
34 H -3.92 -1.02 -1.05  O36 0.987
35 H -2.91 -2.28 -1.47  O36 0.981
36 O -3.50 -1.55 -1.77  H34 0.987, H35 0.981
37 H -0.04 1.75 -4.44  O39 0.941
38 H 1.38 2.52 -4.29  O39 1.006
39 O 0.41 2.46 -4.02  H37 0.941, H38 1.006
40 H -2.76 1.84 3.61  O42 0.942
41 H -1.97 0.52 3.49  O42 0.979
42 O -1.91 1.49 3.41  H40 0.942, H41 0.979
43 H 4.44 -1.50 -0.13  O45 0.980
44 H 5.11 -0.49 0.70  O45 0.909
45 O 4.34 -0.59 0.22  H43 0.980, H44 0.909

Atom charges from the Mulliken analysis, given in e for atoms 1 to 2: 0.112 -0.614

---

These records have energy relative to the best compared isomer or geometry (same formula, charge and spin) values of 0.976; 2.138; 0.000; 0.274; 0.548; 5.685 eV, in the order they appear.